(1)
Entry from OMol25: an isolated ion of composition C5H4NO and charge +1 (the ωB97M-V functional and the def2-TZVPD basis).

XYZ file:
```
11
Properties=species:S:1:pos:R:3:lowdin_charge:R:1
C -0.24 1.22 -0.01 0.04
C -0.01 0.46 1.23 -0.07
C -0.33 0.58 -1.18 0.08
C 0.37 -0.73 1.44 0.34
C 0.11 -0.78 -1.31 -0.37
N 0.97 -1.57 -0.75 0.29
O -0.21 -1.93 -1.68 0.19
H -0.48 2.19 0.10 0.10
H 0.04 1.10 2.09 0.16
H -0.67 1.14 -1.95 0.11
H 0.44 -1.69 2.01 0.14
```

As for the total energy: -8771.832 eV. For the HOMO energy (spin up / spin down), the calculation gives -14.97 / -14.97 eV. The charge is +1. The multiplicity is 1. The LUMO energy (spin up / spin down) is -6.948 / -6.944 eV. The HOMO-LUMO gap (spin up / spin down) is 0.2948 / 0.2951 Eh.

(2)
Entry from OMol25: C62H78BClF5N2O4SSeTl as an isolated structure (the ωB97M-V functional and the def2-TZVPD basis).

XYZ file:
```
156
Properties=species:S:1:pos:R:3:lowdin_charge:R:1
Tl -0.24 -0.77 -0.78 0.83
C 6.63 0.01 3.49 -0.06
C 5.73 1.19 3.08 -0.56
C 6.60 2.28 2.43 -0.06
C 5.11 1.78 4.35 -0.08
C 4.67 0.72 2.10 -0.19
C 3.31 0.84 2.32 -0.08
C 2.38 0.37 1.40 -0.37
Se 0.53 0.66 1.79 1.16
C 0.32 2.39 1.01 -0.39
C 0.18 3.49 1.85 -0.08
C 0.12 4.77 1.34 -0.20
C 0.28 4.90 -0.05 0.00
C 0.43 3.83 -0.92 -0.08
C 0.35 2.49 -0.40 -0.38
O 0.36 1.47 -1.19 -0.21
C 0.73 4.05 -2.40 -0.53
C 2.06 3.35 -2.75 -0.04
C -0.38 3.46 -3.28 -0.04
C 0.88 5.53 -2.76 -0.08
C -0.08 6.02 2.19 -0.57
C -0.21 5.68 3.68 -0.08
C 1.13 6.96 2.03 -0.06
C -1.35 6.76 1.75 -0.06
C 2.76 -0.29 0.21 -0.36
O 1.94 -0.86 -0.62 -0.20
C 4.16 -0.32 -0.08 -0.07
C 5.05 0.15 0.87 0.01
C 4.65 -0.82 -1.45 -0.52
C 4.26 -2.28 -1.68 -0.05
C 6.17 -0.72 -1.59 -0.08
C 4.03 0.06 -2.55 -0.03
H 7.38 0.33 4.21 0.07
H 6.03 -0.78 3.94 0.09
H 7.14 -0.41 2.62 0.07
H 7.38 2.61 3.12 0.07
H 7.08 1.91 1.52 0.07
H 5.99 3.14 2.15 0.09
H 5.91 2.10 5.03 0.08
H 4.49 2.65 4.13 0.08
H 4.50 1.04 4.87 0.08
H 2.93 1.31 3.22 0.09
H 0.14 3.31 2.92 0.08
H 0.30 5.90 -0.47 0.09
H 1.99 2.28 -2.54 0.07
H 2.29 3.49 -3.81 0.08
H 2.87 3.77 -2.16 0.09
H -0.46 2.39 -3.10 0.05
H -1.34 3.93 -3.05 0.09
H -0.16 3.63 -4.34 0.08
H 1.67 6.01 -2.18 0.08
H 1.15 5.61 -3.82 0.08
H -0.05 6.08 -2.61 0.08
H 0.68 5.18 4.05 0.08
H -0.36 6.60 4.25 0.08
H -1.07 5.03 3.86 0.08
H 2.04 6.47 2.35 0.09
H 1.25 7.27 0.99 0.07
H 0.99 7.87 2.64 0.07
H -2.22 6.10 1.85 0.09
H -1.51 7.65 2.37 0.07
H -1.28 7.07 0.71 0.07
H 6.11 0.10 0.65 0.09
H 4.72 -2.92 -0.92 0.09
H 3.18 -2.41 -1.62 0.06
H 4.60 -2.61 -2.66 0.08
H 6.69 -1.35 -0.86 0.08
H 6.45 -1.06 -2.59 0.08
H 6.53 0.31 -1.48 0.08
H 2.95 0.02 -2.52 0.08
H 4.34 1.10 -2.43 0.08
H 4.37 -0.29 -3.53 0.08
F -5.58 2.56 -4.76 0.09
C -4.49 1.84 -4.43 -0.16
C -4.06 1.77 -3.12 -0.16
F -4.74 2.45 -2.17 0.09
C -2.95 1.02 -2.78 -0.24
F -2.61 1.00 -1.48 0.05
C -2.19 0.33 -3.72 -0.53
S -0.78 -0.63 -3.39 0.74
C -2.66 0.43 -5.04 -0.25
F -2.01 -0.21 -6.03 0.06
C -3.78 1.15 -5.39 -0.15
F -4.18 1.20 -6.68 0.09
C -2.10 -4.14 -4.11 -0.08
C -2.56 -3.86 -2.68 -0.35
C -3.11 -5.16 -2.08 -0.04
C -3.58 -2.75 -2.56 -0.11
C -4.35 -2.36 -3.65 -0.03
C -5.38 -1.44 -3.52 -0.08
C -5.68 -0.92 -2.27 -0.05
C -4.93 -1.27 -1.15 -0.12
C -5.31 -0.70 0.20 -0.35
C -4.88 0.76 0.35 -0.05
C -6.81 -0.84 0.48 -0.07
C -3.86 -2.15 -1.32 -0.10
N -3.07 -2.50 -0.17 0.06
B -1.79 -2.03 0.29 -0.48
N -1.63 -2.64 1.59 0.05
C -2.74 -3.45 1.83 -0.09
C -3.59 -3.36 0.80 -0.09
C -0.61 -2.49 2.58 -0.14
C -0.87 -1.71 3.72 -0.17
C 0.16 -1.54 4.64 -0.07
C 1.40 -2.13 4.46 -0.08
C 1.62 -2.92 3.35 -0.03
C 0.62 -3.13 2.40 -0.11
C 0.86 -4.07 1.24 -0.35
C 2.34 -4.23 0.90 -0.06
C 0.24 -5.44 1.50 -0.04
C -2.18 -1.03 4.07 -0.35
C -3.01 -0.45 2.93 -0.06
C -3.06 -1.93 4.95 -0.06
H -1.34 -4.92 -4.08 0.07
H -1.67 -3.25 -4.57 0.06
H -2.93 -4.50 -4.73 0.07
H -1.67 -3.58 -2.11 0.10
H -3.95 -5.53 -2.68 0.08
H -3.46 -5.02 -1.06 0.05
H -2.32 -5.91 -2.07 0.08
H -4.13 -2.77 -4.63 0.10
H -5.95 -1.13 -4.39 0.10
H -6.50 -0.22 -2.17 0.11
H -4.80 -1.29 0.97 0.09
H -5.28 1.36 -0.47 0.07
H -3.80 0.86 0.35 0.07
H -5.26 1.17 1.29 0.08
H -7.40 -0.15 -0.13 0.07
H -7.02 -0.60 1.53 0.07
H -7.17 -1.85 0.28 0.08
H -2.82 -4.04 2.73 0.12
H -4.54 -3.85 0.66 0.13
H -0.01 -0.91 5.51 0.11
H 2.20 -1.95 5.17 0.10
H 2.59 -3.37 3.20 0.10
H 0.38 -3.66 0.35 0.10
H 2.87 -4.79 1.67 0.07
H 2.82 -3.26 0.78 0.07
H 2.43 -4.78 -0.03 0.09
H 0.74 -5.92 2.35 0.08
H 0.35 -6.06 0.61 0.08
H -0.83 -5.36 1.73 0.06
H -1.89 -0.18 4.71 0.12
H -3.55 -1.23 2.40 0.05
H -2.39 0.09 2.21 0.06
H -3.75 0.25 3.33 0.09
H -3.43 -2.78 4.37 0.06
H -3.93 -1.38 5.32 0.07
H -2.50 -2.31 5.80 0.07
Cl 2.88 -5.14 -3.95 0.50
C 1.70 -3.82 -3.66 -0.48
C 0.78 -4.05 -2.44 -0.77
O 0.41 -5.19 -2.17 -0.03
O 0.47 -2.97 -1.87 -0.17
H 1.07 -3.76 -4.55 0.07
H 2.25 -2.89 -3.55 0.05
```

As for the total energy: -184398.989 eV. For the HOMO energy, the calculation gives -2.60 eV. The charge is -2. The multiplicity is 1. The LUMO energy is 3.747 eV. The HOMO-LUMO gap is 0.2333 Eh.

(3)
Entry from OMol25: an isolated molecule of C2H4NO3P (the ωB97M-V functional and the def2-TZVPD basis).

XYZ file:
```
11
Properties=species:S:1:pos:R:3:lowdin_charge:R:1
C 1.51 1.25 -0.32 -0.55
C 0.69 0.03 -0.83 0.23
N 0.19 -0.54 1.45 -0.01
O 2.36 1.78 -0.94 0.16
O -0.33 1.46 2.94 -0.29
O 1.09 1.72 0.89 -0.11
P -0.23 1.02 1.58 0.38
H -0.16 0.43 -1.31 0.06
H 1.13 -0.89 -0.81 0.05
H -0.43 -1.29 1.35 0.01
H -1.34 1.39 0.70 0.06
```

As for the total energy: -19058.143 eV. For the HOMO energy (spin up / spin down), the calculation gives -10.96 / -10.56 eV. The charge is 0. The multiplicity is 1. The LUMO energy (spin up / spin down) is -1.788 / -2.276 eV. The HOMO-LUMO gap (spin up / spin down) is 0.3371 / 0.3044 Eh.

(4)
Entry from OMol25: an isolated ion of composition C8H11N3 and charge +2 (the ωB97M-V functional and the def2-TZVPD basis).

XYZ file:
```
22
Properties=species:S:1:pos:R:3:lowdin_charge:R:1
C -1.33 -0.49 2.43 0.35
N -0.30 -0.01 2.14 0.21
C 0.46 0.54 1.17 -0.17
C 1.58 1.36 1.42 0.02
C 2.47 1.65 0.47 0.00
C 2.12 1.44 -0.90 0.03
C 0.92 0.75 -1.18 0.01
C 0.05 0.17 -0.15 -0.14
N -1.11 -0.69 -0.36 -0.13
C -0.87 -2.15 -0.10 0.03
N -1.86 -0.17 -1.55 0.25
H -2.15 -0.75 3.06 0.15
H 1.75 1.56 2.39 0.10
H 3.38 2.17 0.90 0.17
H 2.66 1.75 -1.68 0.09
H 0.75 0.46 -2.29 0.15
H -0.40 -2.53 -1.03 0.12
H -0.16 -2.39 0.63 0.10
H -1.80 -2.54 0.09 0.07
H -1.45 0.68 -2.04 0.20
H -2.71 0.17 -1.14 0.17
H -2.01 -0.97 -2.27 0.23
```

As for the total energy: -12922.856 eV. For the HOMO energy, the calculation gives -17.17 eV. The charge is +2. The multiplicity is 1. Its SMILES is C#[N+]c1ccccc1N(C)[NH3+]. The LUMO energy is -8.505 eV. The HOMO-LUMO gap is 0.3184 Eh.

(5)
Entry from OMol25: C13H34O10V as an isolated structure (the ωB97M-V functional and the def2-TZVPD basis).

XYZ file:
```
58
Properties=species:S:1:pos:R:3:lowdin_charge:R:1
O 0.72 1.40 1.74 -0.47
V 1.23 1.12 0.26 0.98
O 0.63 -0.29 -0.18 -0.49
C 3.45 4.28 -2.15 -1.03
O 3.13 3.13 -2.55 0.03
O 3.11 4.44 -0.95 -0.01
O 4.15 5.03 -2.86 0.00
O 4.79 0.10 1.52 -0.06
H 5.64 0.54 1.49 0.03
H 4.92 -0.63 2.13 0.03
C -1.44 -4.35 3.63 -0.03
C -2.25 -5.28 2.63 -0.52
C -1.39 -5.92 1.61 -0.08
O -2.82 -6.29 3.38 -0.06
H -0.55 -4.80 4.08 0.07
H -2.11 -4.02 4.43 0.07
H -1.17 -3.42 3.14 0.07
H -3.08 -4.81 2.10 0.14
H -0.46 -6.25 2.08 0.08
H -1.19 -5.05 0.98 0.09
H -1.86 -6.66 0.96 0.09
H -2.16 -6.99 3.45 0.08
C -3.65 0.74 -3.09 -0.07
C -3.79 1.68 -1.91 -0.47
C -4.32 0.98 -0.65 -0.06
O -2.49 2.21 -1.61 -0.07
H -4.63 0.41 -3.41 0.07
H -3.09 -0.17 -2.88 0.08
H -3.06 1.16 -3.91 0.08
H -4.36 2.59 -2.11 0.13
H -4.30 1.69 0.18 0.07
H -3.76 0.19 -0.16 0.08
H -5.36 0.65 -0.69 0.07
H -2.44 2.98 -2.18 0.08
C 4.14 -4.91 -2.29 -0.07
C 3.82 -5.67 -3.56 -0.48
C 2.32 -5.91 -3.72 -0.06
O 4.33 -4.78 -4.59 -0.06
H 3.75 -3.90 -2.17 0.09
H 5.22 -4.92 -2.18 0.07
H 3.81 -5.43 -1.39 0.07
H 4.26 -6.66 -3.67 0.13
H 2.04 -6.84 -3.21 0.08
H 2.03 -6.06 -4.75 0.08
H 1.77 -5.06 -3.31 0.08
H 5.28 -4.75 -4.44 0.08
C 0.38 7.89 3.32 -0.05
C -0.89 7.44 2.42 -0.44
C -2.09 8.44 2.36 -0.06
O -0.43 7.49 1.10 -0.07
H 0.28 7.57 4.36 0.06
H 0.63 8.94 3.24 0.07
H 1.30 7.38 3.04 0.06
H -1.15 6.43 2.71 0.13
H -2.48 8.49 3.38 0.06
H -2.86 8.15 1.65 0.07
H -1.76 9.46 2.17 0.07
H 0.27 6.83 1.03 0.09
```

As for the total energy: -60189.461 eV. For the HOMO energy, the calculation gives -3.11 eV. The charge is -1. The multiplicity is 1. The LUMO energy is 0.184 eV. The HOMO-LUMO gap is 0.1212 Eh.

(6)
Entry from OMol25: a 12-piece molecular cluster, H24O12 overall (the ωB97M-V functional and the def2-TZVPD basis).

XYZ file:
```
36
Properties=species:S:1:pos:R:3:lowdin_charge:R:1
O 0.33 -0.70 -1.24 -0.05
H -0.09 -1.23 -0.55 0.03
H 0.03 0.19 -1.06 -0.03
O 2.32 -0.20 3.22 -0.09
H 1.87 -1.03 3.05 0.01
H 3.10 -0.24 2.66 0.03
O 2.98 -3.12 0.63 -0.06
H 3.13 -4.06 0.46 0.03
H 3.83 -2.71 0.47 0.04
O -1.31 1.48 -0.39 -0.04
H -2.25 1.58 -0.60 0.07
H -0.87 1.66 -1.23 -0.03
O 3.90 2.11 -0.69 -0.06
H 3.84 3.07 -0.64 0.04
H 3.78 1.92 -1.63 0.03
O 0.64 3.39 -0.45 -0.03
H 0.56 3.57 -1.39 0.03
H 1.13 2.57 -0.40 0.01
O 0.58 -0.59 1.72 -0.06
H 0.39 0.31 1.42 0.05
H 0.15 -1.15 1.06 0.02
O -4.22 -0.87 -1.26 -0.05
H -4.94 -1.19 -0.72 0.03
H -4.46 0.04 -1.46 0.04
O -3.97 -1.49 2.10 -0.06
H -4.14 -1.73 1.18 0.00
H -4.42 -2.18 2.61 0.04
O -1.50 -3.76 1.91 -0.06
H -0.82 -3.52 2.55 0.04
H -1.01 -4.09 1.15 0.03
O -1.39 2.44 -3.26 -0.03
H -1.36 1.56 -2.86 0.03
H -1.46 3.04 -2.50 0.03
O 1.76 1.34 -2.07 -0.05
H 1.72 1.25 -1.11 0.02
H 1.31 2.17 -2.26 0.03
```

As for the total energy: -24957.362 eV. For the HOMO energy, the calculation gives -10.02 eV. The charge is 0. The multiplicity is 1. Its SMILES is O.O.O.O.O.O.O.O.O.O.O.O. The LUMO energy is -0.188 eV. The HOMO-LUMO gap is 0.3614 Eh.